Computed, not measured: a molecular structure, C19H33BLiMgN3O12, with ωB97M-V/def2-TZVPD.

XYZ file:
```
70
Properties=species:S:1:pos:R:3:forces:R:3:lowdin_charge:R:1
O 0.4887 6.4708 9.8452 0.012 -0.036 -0.651 -0.131
N 4.2743 -0.8118 -0.0022 0.273 -0.340 0.559 0.089
Mg -4.8564 -2.9782 -1.4860 -3.801 -0.812 0.881 0.512
C 0.9511 5.8684 6.0628 -0.529 -1.076 -1.211 -0.934
H 0.8025 -0.7457 1.2059 0.108 -0.299 -0.422 0.071
H 6.4705 1.3996 0.4454 -0.033 -0.002 0.007 0.099
H 0.6150 2.2268 4.5535 0.018 -0.029 -0.001 0.082
H 0.9916 8.1762 8.7987 -0.236 -0.262 -0.181 0.073
H -0.5088 0.9109 0.4992 -0.706 -0.454 -0.536 0.054
H 7.1336 0.2724 -0.7567 -0.025 -0.041 0.006 0.100
O 2.7174 -0.5073 2.6363 0.235 -0.297 0.140 0.192
C -2.4972 -3.9538 -4.4156 -0.599 -0.119 -0.755 0.005
B -0.6843 -3.0862 -0.4757 -0.030 -0.594 0.417 -0.613
H -2.0578 -3.9696 0.4957 0.031 -0.728 0.226 0.093
H 1.5900 1.5280 2.3601 -0.232 0.038 -0.234 0.063
C -1.2000 -4.2775 -4.0909 1.617 -0.593 0.288 -0.072
H 5.9635 1.5142 -1.2531 -0.095 -0.021 0.005 0.110
H -2.8543 -4.1999 -5.4113 -0.127 0.114 0.126 0.135
O 0.2769 -2.1409 -0.2915 0.159 -0.236 0.519 0.045
C -0.1291 -4.9761 -4.9068 -1.960 0.004 -0.007 -0.380
H -0.0496 -2.8027 -6.5992 -0.052 0.022 -0.059 0.046
H -3.2868 -2.5281 -1.3580 2.755 0.231 -0.677 -0.087
C -0.0860 -1.1677 0.7204 -0.981 0.650 0.165 -0.217
O -1.0982 -3.8791 0.5920 -0.310 1.094 -0.444 0.155
H 1.2924 3.1527 1.7100 0.205 -0.093 0.000 0.123
N 0.9814 -5.2103 -4.0575 0.768 1.775 -0.498 0.186
H 0.3155 3.8338 3.9237 0.161 0.103 0.038 0.062
Li 3.2828 -2.3338 0.7859 0.056 -1.198 -2.291 0.682
C -7.8443 1.2245 -1.5743 0.102 -0.124 -0.022 -0.052
O 1.4446 6.6915 6.8560 -0.229 -0.135 0.649 0.138
H 0.8395 -1.6416 -8.3851 0.139 0.040 -0.065 0.078
C -0.8593 -0.0331 0.0570 0.516 -0.057 -0.744 -0.067
H -8.4135 0.8349 -0.7321 0.013 -0.015 0.000 0.087
H 2.0799 -2.5264 -7.4530 0.079 0.077 -0.123 0.074
H 2.6792 -0.9055 3.5403 -0.070 0.121 -0.057 0.183
C 0.8775 7.7384 9.8147 0.807 1.334 0.495 -0.365
N -6.0431 -0.5188 -2.3046 0.009 0.080 -0.024 0.099
O -0.1152 5.2273 6.2942 0.058 0.406 0.700 0.115
H 1.9786 3.2774 4.1184 -0.062 0.188 0.045 0.072
C -2.6797 -3.0364 -2.1545 -0.893 -0.027 -2.683 -0.151
C -0.6367 -3.9840 -2.8719 0.041 -0.482 -0.559 -0.028
H 1.8420 -0.7837 -7.1956 -0.058 0.000 0.071 0.080
H -0.5658 -0.0548 -1.0016 0.101 0.365 0.271 0.063
H -0.7094 -1.6104 1.5083 0.385 -0.282 -0.084 0.120
C -6.8364 0.2475 -1.9842 0.000 0.047 -0.019 -0.261
C -3.2924 -3.3397 -3.4792 1.573 0.728 2.314 -0.092
H 2.8836 -1.2282 1.9013 -0.578 1.798 1.506 0.062
C -1.3777 -3.3685 -1.8832 0.899 0.637 1.225 -0.008
H 1.7877 -4.7751 -4.5153 0.444 -1.092 -0.096 0.167
C 5.1523 -0.0961 -0.1946 -0.070 0.169 -0.232 -0.191
H 1.8631 7.9787 10.2716 0.105 -0.470 0.038 0.059
O -0.2498 -5.2949 -6.0587 0.670 0.072 0.122 0.131
C 0.8064 -4.4337 -2.8771 -1.097 0.162 0.515 -0.341
H -1.9533 -0.1510 0.0895 0.240 -0.021 0.425 0.082
C 0.9432 2.4088 2.4320 -0.375 0.549 0.211 -0.303
O -0.3715 1.9940 2.0591 0.333 0.045 0.443 -0.103
H -4.3220 -3.0654 -3.7230 0.211 -0.033 0.021 0.053
H 3.3816 0.2240 2.5882 -0.166 0.041 -0.075 0.167
C 6.2479 0.8291 -0.4553 -0.112 -0.045 -0.043 -0.012
O 0.3869 -1.9713 -6.3881 0.065 -0.080 0.112 -0.128
H -0.9472 2.7646 2.1049 0.030 0.032 0.078 0.103
O 1.4620 5.5787 4.9396 0.609 0.786 0.289 0.051
O 1.6651 -4.1691 -2.0761 -0.095 -0.271 -0.253 0.131
C 0.9710 2.9722 3.8377 -0.038 -0.517 -0.151 -0.092
H 0.2040 8.4899 10.2913 -0.491 -0.369 -0.063 0.071
C 1.3396 -1.7219 -7.4170 -0.201 -0.221 0.056 -0.151
H -8.5218 1.4239 -2.4021 0.011 -0.011 -0.007 0.086
O 1.3754 0.7788 -1.8769 0.472 -0.193 0.495 -0.399
H 2.0477 0.0878 -1.9524 -0.077 -0.023 -0.187 -0.159
H -7.3583 2.1521 -1.2786 0.017 -0.012 -0.004 0.088
```
Positions in Å, forces in eV/Å.

The value obtained for the energy above the lowest of the compared OMol25 structures with the same formula, charge and spin is 0.0 kcal/mol. For the calculated total energy, the calculation gives -2042.794998 hartree.


Computed, not measured: a molecular structure, C19H33Cl2InN2O4S, with ωB97M-V/def2-TZVPD.

XYZ file:
```
62
Properties=species:S:1:pos:R:3:forces:R:3:lowdin_charge:R:1
C -2.9959 2.2527 1.9063 -0.348 0.293 0.246 -0.239
H 2.3599 -3.9506 1.4574 0.013 0.193 0.236 0.060
C -0.1320 0.7431 5.3144 -0.078 -0.070 0.122 -0.036
H 1.8115 -2.9860 2.8572 -0.023 0.000 -0.207 0.055
C 1.8154 -1.8839 0.9788 0.421 -0.511 0.732 -0.266
H -2.6761 2.3105 2.9535 -0.088 -0.186 -0.295 0.052
C -0.7497 -1.3225 -3.9382 -0.134 0.283 0.889 -0.228
H -0.2118 2.6732 2.5706 -0.078 0.150 -0.205 0.033
H 4.6692 3.0914 -1.2337 -0.186 0.070 0.039 0.099
C 3.9231 2.3597 1.3249 0.058 0.020 -0.070 -0.013
C 0.3371 -3.1668 -0.6688 -0.313 -0.996 0.426 -0.165
H 0.1311 4.2305 1.6922 -0.205 -0.280 0.133 0.055
H 4.8719 1.9011 1.0164 -0.275 -0.025 0.005 0.097
H -3.3784 -0.7873 -4.4791 0.092 -0.380 0.032 0.119
N -0.7767 -0.3861 4.6537 0.105 0.231 0.235 -0.187
H -2.1757 -0.8473 6.1556 0.053 -0.121 -0.169 0.090
C -1.4882 -1.5074 -5.2281 -0.554 0.139 -0.247 -0.178
C -3.6088 -1.7634 -6.3958 0.290 0.154 -0.049 -0.080
H -0.6837 -1.8089 6.2035 -0.117 0.008 -0.125 0.092
C 0.8768 -2.0160 0.0565 -0.964 2.778 0.154 -0.398
C -0.7852 -0.5476 3.3167 0.556 0.955 -1.330 -0.278
H -1.1713 4.1737 2.9199 0.067 -0.167 -0.301 0.063
H 3.3896 1.6818 2.0000 -0.010 0.169 -0.390 0.094
N 3.1234 2.6848 0.1411 0.406 0.208 0.186 -0.163
H 0.7565 -4.1023 -0.2659 -0.174 -0.156 -0.294 0.065
H -1.2696 -1.4871 2.9883 0.134 0.305 -0.026 0.138
H -3.0515 1.2161 1.5479 0.089 0.263 0.013 0.016
H 1.4512 2.5240 -1.0336 0.195 -0.093 0.319 0.112
C -0.8141 -1.9286 -6.3888 -0.246 -0.116 0.301 -0.038
H -3.5255 -2.7554 -8.3188 0.301 0.200 0.270 0.102
H 3.4025 -2.6878 2.1815 -0.032 -0.265 -0.026 0.054
C 3.7370 3.5374 -0.8692 -0.193 -0.085 0.175 -0.032
C -2.9453 -2.3544 -7.4816 0.426 0.242 0.281 -0.085
H 3.9413 4.5295 -0.4546 0.034 -0.084 -0.092 0.091
C 1.9191 2.1887 -0.0927 -1.053 -1.575 0.917 -0.348
H 0.3535 -1.2638 -4.0277 -0.198 -0.058 0.010 0.068
H -0.8682 1.2779 5.9329 0.119 -0.030 -0.223 0.090
H -0.7571 -3.1979 -0.6027 0.160 -0.104 0.053 0.037
H 2.2730 -0.9005 1.1543 -0.627 -0.076 0.293 0.061
In -0.2524 0.0695 -0.3106 1.735 -2.315 0.740 0.325
S -1.8493 3.1647 0.8629 0.693 -0.982 -0.497 0.936
O -1.2465 2.1348 -0.1029 -0.189 0.939 0.484 -0.608
H 0.6457 0.3773 6.0004 -0.087 0.055 -0.233 0.094
Cl 1.4864 -0.0885 -2.0238 0.554 1.306 -1.447 0.160
H 4.1771 3.2830 1.8621 -0.153 -0.120 -0.097 0.091
H -4.6974 -1.6424 -6.4197 0.459 -0.071 0.035 0.104
H -3.9515 2.7794 1.7836 0.102 -0.392 0.123 0.052
C 2.3712 -2.9486 1.9113 0.474 -0.136 -0.495 -0.119
H 0.3160 1.4291 4.5894 -0.169 -0.315 0.067 0.078
H 0.5575 -3.1029 -1.7429 0.153 0.079 0.240 0.063
O 1.3293 1.3695 0.6704 1.060 1.723 -0.814 -0.153
C -2.8776 -1.3064 -5.2939 -0.065 -0.369 -0.182 -0.022
H -1.8889 -2.1141 4.9162 -0.015 0.023 0.229 0.090
Cl -2.3137 -0.9963 0.0686 -1.377 0.122 0.336 0.108
C -1.5366 -2.3751 -7.5034 -0.301 0.129 0.042 -0.082
H 0.2783 -1.9000 -6.3847 -0.290 -0.276 -0.058 0.114
C -0.6381 3.5938 2.1516 0.134 -0.066 -0.219 -0.244
O -1.2627 -1.2545 -2.8252 0.187 -0.008 -1.977 -0.064
H 3.0179 3.6166 -1.6871 0.323 0.133 -0.045 0.091
C -1.4206 -1.3465 5.5351 0.181 0.048 -0.151 -0.051
H -1.0131 -2.7315 -8.3991 -0.205 0.126 0.465 0.103
O -0.3091 0.2643 2.4977 -0.828 -0.920 1.438 -0.078
```
Positions in Å, forces in eV/Å.

The value obtained for the energy above the lowest of the compared OMol25 structures with the same formula, charge and spin is 0.0 kcal/mol. For the calculated total energy, the calculation gives -2662.914703 hartree.


We obtain maximum force values of 4.0; 3.0 eV Å⁻¹ for the records listed above, in that order.
We obtain orbital gap values of 1.41; 5.69 eV for the records listed above, in that order.
We obtain LUMO values of -4.18; 0.15 eV for the records listed above, in that order.